Molecular formula: C42H53F8N2O17P2S2
Method: DFT, ωB97M-V with the def2-TZVPD basis set

Geometry (Å):
C: 2.49646 -0.00445 3.40862
P: 2.68177 0.14868 1.51777
C: 2.28677 1.96597 1.19592
P: 1.14170 -1.20041 0.55560
C: -0.35148 -0.31509 1.34662
C: -0.05210 -2.51282 -0.17160
C: -0.76529 -3.43838 0.88751
C: -2.10148 -4.04433 0.24701
S: -3.08858 -4.78045 1.61155
C: -4.58015 -3.84982 1.97440
S: -5.16916 -4.01594 3.52329
N: -5.32743 -2.96420 1.09574
C: -5.90416 -3.58155 -0.05528
C: -6.82141 -2.71918 -0.92717
C: -7.47582 -3.19450 -2.11767
C: -7.29128 -4.59240 -2.52519
C: -6.45012 -5.44313 -1.69360
C: -5.76359 -4.96431 -0.48959
C: -4.74247 -1.66185 0.87440
C: -4.80295 -0.71787 2.00729
C: -4.29493 0.64965 1.92155
C: -3.67823 1.12418 0.68101
C: -3.63115 0.20230 -0.43942
C: -4.13824 -1.15775 -0.35394
C: 1.20705 -0.15929 -1.07929
C: -0.09711 0.66630 -1.37038
C: 0.10251 1.27821 -2.81123
F: -0.01911 0.46153 -3.92545
C: 0.37434 2.61329 -2.93595
F: 1.40783 3.00790 -3.77079
F: -0.35706 3.52635 -2.21066
O: 1.35029 -2.12415 2.04856
C: 2.37683 -3.10532 1.99330
C: 3.04745 -3.13159 0.54026
C: 4.59942 -2.85559 0.42104
C: 5.04150 -2.60828 -1.08787
N: 5.27416 -1.14669 -1.36295
O: 2.48846 -2.03122 -0.19730
H: 2.99683 -0.94342 3.77343
H: 1.41086 -0.06317 3.71807
H: 2.97914 0.84645 3.95767
H: 1.34675 2.32154 1.72040
H: 3.11957 2.57696 1.65915
H: 2.22077 2.25129 0.11704
H: -0.26885 0.79820 1.41202
H: -1.30044 -0.67413 0.86315
H: -0.40772 -0.68236 2.41382
H: -0.84815 -2.10951 -0.85421
H: 0.58221 -3.19766 -0.81287
H: -1.08602 -2.92250 1.82555
H: -0.10391 -4.29421 1.20788
H: -2.64229 -3.32819 -0.41330
H: -1.78901 -4.90346 -0.41864
H: -6.96574 -1.65728 -0.62449
H: -8.11680 -2.50642 -2.72392
H: -7.80139 -4.99774 -3.42351
H: -6.30607 -6.51539 -1.97510
H: -5.14669 -5.67801 0.09438
H: -5.27018 -0.99512 2.98696
H: -4.35094 1.36750 2.76823
H: -3.28575 2.16180 0.64605
H: -3.16034 0.51368 -1.40394
H: -4.09658 -1.86410 -1.22324
H: 1.27227 -0.94130 -1.89511
H: 2.15618 0.43556 -1.16192
H: -0.24183 1.55557 -0.70200
H: -0.99491 0.00837 -1.44369
H: 2.06135 -4.17449 2.15509
H: 3.27162 -2.91330 2.66158
H: 2.81721 -4.00732 -0.14329
H: 5.22745 -3.72051 0.79332
H: 4.92275 -1.93661 0.98287
H: 4.26408 -2.94454 -1.82212
H: 6.01034 -3.12062 -1.32909
H: 6.21452 -1.01607 -1.75416
H: 4.64975 -0.84362 -2.11836
C: -1.88222 3.97231 -5.42601
C: -2.38848 5.38353 -5.39809
O: -3.43647 5.36420 -6.34777
C: -3.92304 4.08708 -6.33809
O: -4.96669 3.76634 -6.80516
O: -3.06447 3.23174 -5.71986
F: -1.43752 6.25499 -5.81846
H: -1.14495 3.80577 -6.21493
H: -1.45203 3.66499 -4.47335
H: -2.77743 5.70376 -4.42841
C: 4.21335 5.06201 -3.78757
C: 4.96363 3.76806 -3.66781
O: 5.87603 4.02550 -2.61768
C: 5.26952 4.94860 -1.81634
O: 5.61262 5.20183 -0.70851
O: 4.21294 5.53637 -2.44429
F: 5.66524 3.50198 -4.79837
H: 4.72450 5.78490 -4.42827
H: 3.19737 4.92308 -4.15514
H: 4.34076 2.90799 -3.40996
C: 7.72705 1.91851 2.40393
C: 6.82893 0.97145 3.13861
O: 6.73805 -0.12989 2.25464
C: 7.90984 -0.14789 1.56042
O: 8.30089 -1.07572 0.92712
O: 8.58250 1.03063 1.68617
F: 5.59694 1.50832 3.29850
H: 7.18009 2.54748 1.69772
H: 8.29945 2.55848 3.07407
H: 7.21455 0.63418 4.10440
C: 6.15174 6.73079 4.17309
C: 5.50288 5.50782 3.59622
O: 6.53411 4.53913 3.66473
C: 7.30637 4.89464 4.72885
O: 8.09904 4.17652 5.24934
O: 7.05405 6.17196 5.12579
F: 5.16706 5.69057 2.30201
H: 6.71408 7.29792 3.42779
H: 5.43592 7.39618 4.65409
H: 4.63070 5.15552 4.15291
C: -9.12819 -4.43376 1.38673
C: -10.09252 -3.77859 2.33027
O: -11.32914 -3.88819 1.64963
C: -11.23283 -5.01594 0.88636
O: -12.16174 -5.56921 0.39094
O: -9.94513 -5.43246 0.77349
F: -9.80262 -2.46452 2.49294
H: -8.74881 -3.75401 0.62045
H: -8.28163 -4.88299 1.90536
H: -10.16754 -4.26173 3.30778

The value obtained for the molar mass is 1135.95 g mol⁻¹. Its HOMO-LUMO gap is 0.176 hartree. As for the total energy: -144184.3324 eV. Its net charge is -1.

Löwdin atomic charge list, values in e, 99 entries: number 1, C, carries -0.336; number 2, P, carries 0.845; number 3, C, carries -0.366; number 4, P, carries 0.458; number 5, C, carries -0.218; number 6, C, carries -0.242; number 7, C, carries -0.284; number 8, C, carries -0.442; number 9, S, carries 0.895; number 10, C, carries -1.056; number 11, S, carries 0.622; number 12, N, carries -0.125; number 13, C, carries -0.204; number 14, C, carries -0.036; number 15, C, carries -0.089; number 16, C, carries -0.092; number 17, C, carries -0.078; number 18, C, carries -0.035; number 19, C, carries -0.218; number 20, C, carries -0.002; number 21, C, carries -0.066; number 22, C, carries -0.080; number 23, C, carries -0.086; number 24, C, carries -0.034; number 25, C, carries -0.261; number 26, C, carries -0.162; number 27, C, carries -0.161; number 28, F, carries 0.039; number 29, C, carries -0.255; number 30, F, carries 0.048; number 31, F, carries 0.061; number 32, O, carries -0.395; number 33, C, carries -0.210; number 34, C, carries -0.337; number 35, C, carries -0.151; number 36, C, carries -0.256; number 37, N, carries -0.021; number 38, O, carries -0.421; number 39, H, carries 0.018; number 40, H, carries 0.023; number 41, H, carries 0.013; number 42, H, carries 0.022; number 43, H, carries 0.012; number 44, H, carries 0.008; number 45, H, carries 0.026; number 46, H, carries 0.025; number 47, H, carries 0.047; number 48, H, carries 0.070; number 49, H, carries 0.093; number 50, H, carries 0.087; number 51, H, carries 0.104; number 52, H, carries 0.056; number 53, H, carries 0.085; number 54, H, carries 0.111; number 55, H, carries 0.103; number 56, H, carries 0.091; number 57, H, carries 0.098; number 58, H, carries 0.072; number 59, H, carries 0.095; number 60, H, carries 0.096; number 61, H, carries 0.099; number 62, H, carries 0.097; number 63, H, carries 0.116; number 64, H, carries 0.092; number 65, H, carries 0.068; number 66, H, carries 0.109; number 67, H, carries 0.080; number 68, H, carries 0.107; number 69, H, carries 0.109; number 70, H, carries 0.136; number 71, H, carries 0.106; number 72, H, carries 0.084; number 73, H, carries 0.104; number 74, H, carries 0.099; number 75, H, carries 0.049; number 76, H, carries 0.048; number 77, C, carries -0.056; number 78, C, carries -0.318; number 79, O, carries 0.133; number 80, C, carries -0.541; number 81, O, carries 0.177; number 82, O, carries 0.082; number 83, F, carries 0.072; number 84, H, carries 0.152; number 85, H, carries 0.117; number 86, H, carries 0.177; number 87, C, carries -0.068; number 88, C, carries -0.317; number 89, O, carries 0.140; number 90, C, carries -0.536; number 91, O, carries 0.173; number 92, O, carries 0.074; number 93, F, carries 0.072; number 94, H, carries 0.144; number 95, H, carries 0.129; number 96, H, carries 0.174; number 97, C, carries -0.068; number 98, C, carries -0.316; number 99, O, carries 0.125